[1]
Molecular formula: C82H82AlN16O6
Method: DFT, ωB97M-V/def2-TZVPD

F_max: 7.91 eV Å⁻¹
frontier orbital gap: 0.272 hartree
net charge: +1
total energy: -129079.931 eV

Each line ends with the Mulliken charge.
Positions of all 187 atoms, in Å:
C -2.33582 -1.70423 6.64158  -0.24
H 2.83261 -7.07278 4.85961  0.44
C -6.50151 2.34473 1.80462  -1.47
C -1.94414 5.79062 -4.12467  -0.64
H -1.72616 4.81285 1.02903  0.37
C 3.40965 0.31922 -1.31070  0.34
H -1.46598 2.89562 -2.39510  0.43
C -3.04908 -6.25831 2.59051  -0.39
H 5.97935 0.43656 2.21183  0.45
C -2.47086 -5.78445 3.75106  -0.41
H -2.32711 -2.65122 7.22312  0.36
C 2.02266 4.97766 3.38755  -0.22
H 1.88011 3.38129 -4.37862  0.57
H -3.47212 3.25881 -6.03850  0.38
H -4.64106 0.45982 5.32208  0.32
H -1.72944 -7.06329 -1.00834  0.51
H -1.53447 5.76217 3.29295  0.42
H 1.70507 5.66661 2.60352  0.47
H -0.27948 -1.86615 5.63426  0.39
H -4.38285 -1.08474 7.20997  0.35
C -6.15521 -1.22565 -2.58022  -0.79
N -2.85533 -4.62962 4.37505  -0.39
C -1.86140 3.58992 -3.19547  -0.11
H -1.69464 -3.00036 -0.46682  0.69
H -3.13662 0.95805 -3.02276  0.78
C 5.46763 -5.47494 1.72095  -0.33
H 3.21964 -2.22663 4.94380  0.43
C 3.69865 4.19335 4.86851  -0.28
C -3.94283 2.28986 0.89871  -0.11
H 1.41925 1.90560 1.62818  0.04
C -3.82589 -3.91499 3.84841  -0.04
H -0.33538 -1.57134 -8.48215  0.40
H 5.00359 -6.00111 5.66124  0.44
N 3.78500 -0.93884 -1.58041  0.53
H 3.31436 3.15405 0.83303  0.75
C -2.59627 5.18757 -5.26242  -0.83
C -1.36595 -0.14676 5.04252  -0.15
H 5.33369 -2.13297 -2.35985  0.50
H -2.66956 -7.20741 2.28693  0.43
Al -2.71431 1.45882 3.01662  -1.21
H -1.45050 -1.07713 -3.76697  0.50
H -1.77568 6.84964 -4.09788  0.52
C -2.95556 -5.95302 -2.39607  -0.86
H -0.41326 0.07582 4.60125  0.38
H 4.12875 1.10694 -4.81793  0.43
C -2.22548 8.57177 1.66959  -0.52
C 4.15116 -5.43190 5.29132  -0.41
C -0.20731 -0.17327 -5.36827  -0.41
H -4.82760 2.78973 -0.99947  0.76
H 0.93404 -4.84227 1.47596  0.51
C -4.58006 -4.33633 2.69843  -0.58
C -2.14637 6.74915 0.05765  -0.73
H 2.25744 6.38474 -0.57932  0.44
H -4.68950 -5.91130 1.22611  0.37
H 3.03862 -1.12494 -4.16190  0.69
H 5.81669 -2.58652 0.07832  0.39
C 2.73386 3.31148 5.41307  -0.87
C -3.98041 0.32108 -2.90153  -0.73
H 2.38803 0.43667 -0.94866  0.30
C -1.99982 -3.88298 -1.03598  -0.44
N -2.55245 3.03576 -4.25426  -0.11
H 2.92124 2.52296 6.12890  0.44
H -6.50851 -0.86400 -4.70479  0.41
C 3.33621 -0.84695 -5.15482  -0.09
N -1.79114 7.72185 2.62678  -0.57
H 1.80219 -4.41892 -2.65231  0.48
C 4.93214 0.68217 2.09417  -1.12
N 1.11843 4.21185 3.92592  0.07
H 0.21734 -0.54642 -0.17574  0.29
O -3.74032 2.92126 4.55157  -0.65
N 1.98599 -3.83269 4.45787  -0.08
C 1.92310 3.99542 -3.50244  -0.99
H 0.78677 -2.42800 1.69587  0.30
C -6.17685 2.55887 0.49655  -0.17
C -5.93535 -0.65192 -3.81732  -0.65
H -2.64416 5.32301 5.70111  0.41
H 4.61230 -3.94797 -1.60480  0.27
H 0.62362 0.44302 -7.31379  0.38
C -5.43590 2.07592 2.64848  0.15
C -4.16838 -5.53342 2.10163  -0.25
C -5.32593 -0.87198 -1.49769  -0.62
H 0.14013 0.64140 -4.72685  0.84
H -5.51993 2.07873 3.74340  0.49
H 4.68505 4.18445 5.34059  0.36
C -3.49418 -0.83082 6.59129  -0.89
C -1.51840 4.94258 -3.11543  -0.83
N -1.70230 -5.09952 -0.63146  -0.09
H 5.56519 -5.88071 2.68447  0.57
C -1.12769 -1.10071 -4.80295  -0.01
O -2.18296 4.60435 5.19292  -0.37
C 1.03484 -4.84901 -0.60795  -0.84
O -1.86581 3.10752 3.28673  1.05
C 2.93581 -5.99267 4.84528  -0.60
H 5.09277 -3.46672 5.71198  0.41
C -2.86753 -3.64094 -2.11458  0.31
H -5.46153 -3.83167 2.33034  0.42
H 4.12627 5.61248 3.45847  0.43
O -0.66617 0.30385 0.02827  0.41
C -1.88748 5.91219 1.11831  0.68
H 0.88261 -5.55464 4.22955  0.32
N 2.55345 6.10062 -2.60906  -0.61
H 1.05170 -5.90600 -0.77380  0.53
C 3.49612 2.18071 1.32219  -0.92
C 2.41443 1.48963 1.78252  0.71
C 4.89618 -6.21918 0.68707  -0.64
C 1.86386 -5.16544 4.51660  -0.22
N 4.75174 1.83054 1.50514  -0.55
H -2.92081 5.76831 -6.09213  0.46
C 2.11883 5.69064 -1.39244  -0.64
H 6.93114 -0.33015 -2.36029  0.57
H -0.92353 5.30552 -2.29435  1.09
C -2.90238 3.81479 -5.26283  -0.29
C 2.41444 5.26347 -3.61383  -0.61
H 3.01907 -2.49903 -7.91121  0.43
C 4.89859 -4.37609 -0.66965  0.00
C 2.59891 0.24745 2.33712  0.38
H 2.81350 5.59049 -4.57632  0.40
C 4.24503 -4.05242 5.32939  -0.65
H 4.60920 1.49910 -7.13936  0.42
C 4.21757 1.40681 -1.42132  -0.43
N 4.59123 -5.64594 -0.47847  -0.54
C -2.38821 8.06588 0.39355  -0.41
C 0.87959 -2.92328 0.73465  -0.75
C 3.95017 0.34047 -5.55973  -0.42
O -1.84349 0.90146 1.65045  -0.11
C 5.56128 -3.61492 0.23406  -0.03
N -4.19661 1.99701 2.17338  0.77
C -1.23684 -1.32856 5.81701  -0.55
C -2.63192 3.68272 4.40313  -0.07
H 4.17101 -1.10710 2.88581  0.58
H -2.31896 9.64668 1.96741  0.35
N -4.22002 -0.07472 -1.65327  0.49
C -3.42118 -4.69290 -2.79961  -0.54
H -7.43903 2.43419 2.20239  0.64
C -2.12888 -6.11268 -1.35619  -0.59
H -1.66190 -6.36016 4.24133  0.43
C 5.55430 1.18384 -1.80901  -1.14
C -1.72639 6.43141 2.41805  -0.47
H 0.61201 2.75388 5.09716  0.28
C 1.47543 3.40025 4.86133  0.04
C 0.94619 -4.20829 0.61268  -0.39
H -2.73729 8.80401 -0.33198  0.38
H 1.21950 4.19481 -0.19696  0.57
C -0.55186 -1.38629 -7.42901  -0.21
H 6.36752 1.88841 -1.87771  0.41
H 6.25932 -3.58667 2.27652  0.52
C -1.61585 -2.14461 -5.56607  -0.68
C -4.81162 0.12776 -3.97535  -0.41
C 5.93128 -0.07368 -2.10414  -0.87
C 4.20281 0.53374 -6.87966  -0.54
C 3.88389 -0.49512 -7.76964  -0.41
C 3.33979 4.98452 3.85295  -0.78
H 1.76544 -0.35678 2.70561  0.40
N 0.99765 -2.03890 -0.27536  0.64
H -4.13696 -3.05158 4.43210  0.40
C -1.46481 -0.18101 0.96824  -0.18
C 1.54841 4.40773 -1.20428  -0.21
H 3.96010 -0.34974 -8.84122  0.38
C 5.79954 -4.13363 1.49831  -0.56
O -1.82357 -1.25087 1.23926  -0.35
H 1.40562 -2.06185 -2.42281  0.50
H 4.77288 -7.29742 0.74556  0.38
C 3.92424 -0.16556 2.48371  -0.66
H -3.26261 -6.86141 -2.89006  0.39
H -4.24988 -4.58641 -3.50959  0.51
H 3.89736 2.45292 -1.29898  0.30
C 1.34661 -4.03957 -1.71611  -0.84
C 1.47436 3.53911 -2.27355  0.39
H -2.91673 2.10113 0.57342  0.83
C -3.61847 0.09444 5.54157  0.10
N -2.56762 0.50574 4.68093  1.05
H -3.21120 -2.58829 -2.28937  0.21
H -4.52425 0.49513 -4.96950  0.52
H -2.34870 -2.82146 -5.15951  0.44
C 0.04955 -0.27389 -6.72246  -0.68
C 3.15760 -3.32025 4.91156  -0.04
C -4.91680 2.59208 0.01818  -1.66
N 2.99159 -1.78229 -6.02507  -0.42
N -1.31578 -2.26971 -6.86574  -0.58
H 0.95060 2.59478 -2.10714  0.62
C 5.01500 -1.11522 -2.06121  -0.47
H -5.43916 -1.28398 -0.49659  0.52
H -2.38126 6.33442 -0.90889  0.52
H -6.97652 -1.88212 -2.37488  0.51
C 1.20354 -2.58019 -1.51528  -0.42
C 3.31980 -1.66777 -7.29138  -0.42
H -6.99170 2.73182 -0.20856  0.41

[2]
Molecular formula: C25H6Cl5F4FeN6O3S
Method: DFT, ωB97M-V/def2-TZVPD

ΔE to the lowest compared entry with this formula, charge and spin: 47.1 kcal per mole
multiplicity: 6
F_max: 2.53 eV Å⁻¹
frontier orbital gap (spin up / spin down): 0.250 / 0.193 hartree
net charge: -2
total energy: -159808.944 eV

Each line ends with the Mulliken spin population.
Positions of all 51 atoms, in Å:
Fe -0.13643 0.19334 2.24489  4.19
H -5.01902 -4.20370 1.68869  0.00
C -4.70987 -2.15711 2.23213  0.00
C -0.63488 -2.65553 1.52373  -0.01
O 0.97952 0.66959 -0.05190  0.01
C 3.69822 2.98032 -3.82873  0.28
N -3.48537 0.88184 -3.10054  0.08
C -2.38321 -4.86652 1.16467  0.01
C 0.15475 2.01894 2.80180  -0.31
C -0.18063 -3.90392 1.09301  0.03
N 5.48667 4.38994 -2.63578  0.11
F 2.82565 3.68126 -1.21992  0.00
C -2.04950 -2.55467 1.80010  0.00
C -1.04211 -4.98955 0.91856  0.00
O 2.15429 0.26464 1.79799  0.04
F 1.76246 1.52023 -5.30142  0.00
O 0.12923 -1.64134 1.68043  0.02
C 1.46576 1.91079 -4.05726  0.05
Cl 4.38152 -0.87522 0.15421  0.00
H -0.45885 2.66574 3.42982  -0.01
H 1.09947 2.48558 2.50692  -0.07
Cl -3.41689 -6.25410 0.91501  0.00
N -2.46532 -1.35588 2.24323  0.00
C -2.53780 1.13474 -2.49127  -0.01
N 4.56878 2.41929 -6.18095  0.11
C 4.65931 3.74810 -3.12018  -0.02
C 3.37394 0.52843 -0.23960  0.01
F 0.47442 3.06142 -0.27999  -0.01
Cl 4.22454 2.01817 0.21910  0.00
C -1.54272 1.35797 -0.31867  -0.03
Cl 3.08398 0.55988 -1.98520  0.02
C -0.17557 1.91958 -2.25535  0.03
C 0.23399 1.59672 -3.56691  0.00
C -1.42287 1.50915 -1.70708  0.26
C 4.13824 2.63683 -5.13245  -0.03
S -0.91368 -0.53081 6.94946  0.01
C 2.02371 0.46079 0.57481  -0.02
C 2.00882 2.97196 -2.00145  0.05
H -5.75893 -1.93820 2.38125  0.00
C 0.78663 2.63563 -1.50453  0.04
C -0.77862 -0.36023 5.34879  0.03
H -4.02763 -0.16701 2.77502  0.00
N -0.70070 -0.24386 4.18717  0.06
C -2.93659 -3.64449 1.59988  0.00
N -1.58421 1.16983 0.82008  0.09
C -4.30602 -3.40294 1.83154  0.00
C 2.43451 2.62482 -3.30984  0.00
C -3.74371 -1.15977 2.44068  0.01
F -0.60204 0.91591 -4.35598  0.00
Cl 1.50509 -4.09271 0.74392  0.00
H -0.64032 -5.93387 0.57812  0.00